DFT (ωB97M-V with the def2-TZVPD basis set) results for a structure of composition C26H34NSW in a non-equilibrium geometry.

Summary:
- Net charge: +1
- Spin multiplicity: 3
- HOMO (alpha / beta): -10.1 / -10.6 eV
- Energy above the lowest of the compared OMol25 structures with the same formula, charge and spin: 0.000 eV

XYZ file:
```
63
Properties=species:S:1:pos:R:3:forces:R:3
C 1.16917 -2.25920 0.39968 -0.1 0.2 -0.4
C 2.06327 -1.45290 -0.39842 -0.4 -0.1 -0.1
C 1.49957 -1.34190 -1.71302 -0.1 -0.2 0.4
C 0.25167 -2.06480 -1.73932 0.3 0.4 0.5
C 0.06037 -2.64590 -0.44082 0.4 0.3 0.1
W 0.07647 -0.26200 -0.06522 -0.6 -1.0 -0.7
C -2.22753 0.93320 -0.44422 0.0 0.0 0.7
C -1.92703 0.56730 0.87258 0.0 0.2 -0.7
H -1.69743 1.37170 1.58138 -0.1 -0.2 -0.3
C -1.67603 -0.79900 1.25338 0.3 0.0 0.1
H -2.31183 -1.57530 0.80958 0.3 0.3 0.2
H -1.43503 -0.98240 2.30738 -0.3 0.1 -0.4
C -2.36443 2.39830 -0.78412 0.0 0.1 -0.1
H -1.76593 3.02590 -0.10512 -0.2 -0.2 -0.2
H -2.03573 2.60440 -1.81612 -0.1 -0.1 0.4
H -3.42833 2.69970 -0.70232 0.4 -0.2 0.0
C -2.89383 -0.01810 -1.41822 0.0 -0.1 -0.1
H -2.76763 -1.07720 -1.14412 -0.1 0.4 -0.1
H -3.98193 0.19800 -1.44612 0.5 0.0 0.1
H -2.51673 0.12400 -2.44482 -0.1 0.0 0.4
C 3.39487 -0.90430 0.03368 0.3 0.0 0.0
H 3.39337 -0.63690 1.10198 0.1 -0.2 -0.4
H 4.19547 -1.64970 -0.13332 -0.3 0.3 0.0
H 3.64907 0.00290 -0.53772 -0.1 -0.3 0.2
C 2.20907 -0.75400 -2.89832 0.2 0.0 -0.2
H 2.72787 0.18220 -2.63972 -0.2 -0.4 -0.1
H 2.96157 -1.47930 -3.26322 -0.3 0.3 0.2
H 1.51727 -0.53360 -3.72382 0.4 -0.2 0.3
C -0.58433 -2.33410 -2.95972 -0.2 0.0 -0.2
H -0.58253 -1.47710 -3.65262 0.0 -0.4 0.3
H -0.19203 -3.20740 -3.51592 -0.1 0.4 0.3
H -1.63143 -2.55450 -2.69672 0.4 0.1 -0.1
C -1.01023 -3.63670 -0.08272 -0.1 -0.1 0.0
H -1.96923 -3.40550 -0.57622 0.4 -0.1 0.2
H -0.70693 -4.64880 -0.41192 -0.1 0.4 0.1
H -1.18393 -3.67560 1.00378 0.1 0.0 -0.4
C 1.41527 -2.69890 1.81728 0.1 -0.2 0.2
H 0.47017 -2.93780 2.33118 0.2 0.0 -0.2
H 2.05367 -3.60260 1.84408 -0.3 0.4 0.0
H 1.92077 -1.90920 2.39628 0.0 -0.3 -0.3
C 0.47267 1.39550 -1.46412 0.3 0.5 -0.1
C 1.13377 2.56480 -1.01302 -0.1 0.0 -0.3
C 0.18387 1.34240 -2.84942 -0.1 0.4 0.2
C 1.48197 3.60790 -1.88812 -0.1 -0.2 -0.2
H 1.38357 2.67110 0.04818 -0.1 0.0 -0.5
C 0.52477 2.37640 -3.73352 0.0 0.0 0.3
H -0.32263 0.46080 -3.26252 0.1 0.5 0.2
C 1.18017 3.52040 -3.25412 -0.1 -0.2 0.2
H 1.99157 4.49590 -1.49552 -0.2 -0.4 -0.2
H 0.28017 2.28740 -4.79882 0.1 0.0 0.5
H 1.45117 4.33280 -3.93752 -0.1 -0.4 0.3
S 1.33317 0.81850 1.84038 1.5 -0.5 -2.4
C 0.35787 0.94990 3.15118 -0.8 0.4 1.7
N 0.12117 -0.11670 3.97408 -0.6 0.0 0.8
C -0.59733 0.00980 5.12318 -0.4 1.2 0.3
C -1.09583 1.25260 5.50718 0.3 -1.0 -0.3
C -0.85003 2.36270 4.69918 0.5 -0.2 -0.7
C -0.11973 2.21670 3.51768 -1.0 -0.1 1.5
H 0.49477 -1.05710 3.75108 -0.2 1.0 -0.2
H -0.76873 -0.85640 5.75138 0.2 -0.1 -0.3
H -1.65163 1.35640 6.42938 0.0 -0.2 -0.1
H -1.21323 3.33780 4.99728 0.0 0.0 0.0
H 0.08937 3.08760 2.90848 0.1 -0.3 -0.1
```
Forces are in eV/Å.